# 1
A molecular structure, C32H56As3BaClF4N3O6S2 at a distorted geometry. Source: OMol25; level of theory: the ωB97M-V functional and the def2-TZVPD basis.

Properties
charge = -1
energy above the lowest of the compared OMol25 structures with the same formula, charge and spin = 21.0 kcal per mole
highest occupied orbital energy = -0.1484 Eh
Kohn-Sham gap = 0.2186 hartree

Positions of all 108 atoms, in Å:
1 C -1.47467 -4.53346 -0.36832
2 H 2.40587 -0.38576 5.70381
3 C 0.88343 3.12955 1.23236
4 H -3.40756 3.98107 -1.00719
5 H 6.13622 -3.12660 -4.42290
6 Ba -0.60259 -0.22656 0.86222
7 N -2.77298 2.21806 3.21110
8 H -0.20914 1.79894 3.83043
9 H -1.06752 -5.49286 -0.69163
10 As -0.65887 -3.10953 -1.43787
11 H 3.64241 -3.64626 -6.30378
12 H 3.05158 -1.60567 -3.11020
13 C -0.33785 2.72428 3.25198
14 H -3.52729 0.47018 4.04568
15 H 1.84489 -4.67924 -2.92227
16 H -2.73050 2.58390 -0.17341
17 C -3.51946 1.92110 5.62906
18 H 3.05921 -5.06885 -1.73598
19 C -2.97399 2.34436 -2.30240
20 C -2.91939 1.31730 4.35552
21 C -4.95004 -0.18155 -3.54300
22 F -0.17698 2.55439 -0.81957
23 H 0.82500 1.68640 -3.40488
24 H 3.74064 0.89966 -2.55987
25 H -3.59640 1.14661 6.39370
26 H 5.11299 -2.11853 -3.38278
27 H -5.12191 0.81075 -3.96334
28 H -0.33223 -5.09798 -3.07794
29 H -4.42559 2.57135 -0.69622
30 C -5.03426 1.75102 2.30246
31 F 1.59060 3.86004 -2.31969
32 H -1.24476 -4.35413 0.67991
33 H -1.78341 -4.14510 -3.42851
34 H -1.86429 3.70378 4.43053
35 As 4.05852 -4.43845 -3.93377
36 F 4.01225 5.03985 1.54976
37 H -4.11821 -1.11693 -1.75769
38 H -1.93564 0.89679 4.57436
39 C 3.29500 0.72735 -1.57771
40 H 3.11109 -2.36438 -5.19395
41 H -5.92001 -0.67111 -3.45791
42 S 0.54557 -1.16321 3.70111
43 H -4.57382 1.02796 1.62851
44 C -1.75952 3.24070 3.43467
45 H -3.78238 3.44918 1.91007
46 F 2.32620 3.77059 3.07909
47 As 1.53666 -0.12674 -1.77596
48 O -3.96279 -3.53563 1.64914
49 C 3.54438 -2.70534 -0.66021
50 H 3.93267 0.06690 -0.99479
51 H -4.48810 3.44824 3.51446
52 C -3.41782 2.89088 -0.96248
53 H 1.25577 -4.44880 -0.44444
54 N 2.55070 0.11568 2.43129
55 H 0.17053 0.10472 -3.89887
56 C 3.96419 0.68267 4.70586
57 H -4.52543 2.31138 5.46261
58 C 1.17434 -3.40085 -0.74968
59 H 1.87623 0.51068 -4.22646
60 O -4.40182 -1.43663 0.70780
61 C 2.79789 -0.03145 4.76168
62 H -5.86808 2.23076 1.78431
63 C 2.02811 -0.32792 3.61471
64 H -0.20118 -3.54476 -3.94355
65 H 3.71350 -3.55158 0.01135
66 C 2.95235 4.45102 0.94581
67 C 0.85914 3.18590 -0.20089
68 H -4.34560 -0.74926 -4.25123
69 C 2.13918 -1.84519 -2.56005
70 H 4.47738 -2.49285 -1.18099
71 C -4.02685 2.79382 2.75055
72 O -2.03838 0.33591 -0.91908
73 C 5.47805 -3.12921 -3.55293
74 S -2.62874 0.56828 -2.27561
75 C 1.05073 0.62792 -3.52179
76 H 5.32226 1.73768 3.36738
77 C 3.13568 -3.43770 -5.36163
78 H 1.38650 -2.10599 -3.30897
79 H 3.92890 1.14302 1.35124
80 C 2.39994 -3.02999 -1.62545
81 H 6.05668 -3.45290 -2.68901
82 Cl -3.66056 -2.14789 1.70756
83 O -3.91155 -1.61889 3.00082
84 H -2.91455 2.72794 6.04592
85 C 1.76591 3.85473 -0.97201
86 H 1.21021 -2.81503 0.18442
87 H -2.03746 2.80058 -2.62350
88 H 0.33497 3.45211 3.70893
89 O -2.21933 -1.96473 1.39885
90 H -1.91606 4.04026 2.70534
91 H 4.50942 0.90012 5.61501
92 C 2.04280 3.80127 1.74862
93 C -4.28783 -0.12530 -2.17791
94 C 2.75069 -4.29295 -2.44418
95 H -5.45139 1.19215 3.14067
96 H 3.58141 5.04240 -1.03923
97 H -4.86714 0.43042 -1.44094
98 C 2.86025 4.51891 -0.43415
99 C 3.69315 0.83383 2.35772
100 H -3.71347 2.50322 -3.09350
101 C -0.72807 -4.08498 -3.15855
102 H 3.28414 -1.84832 -0.03339
103 H 2.11287 -3.80918 -5.43482
104 H -2.55685 -4.51477 -0.47671
105 N -0.08956 2.48790 1.84435
106 H 3.18292 1.67141 -1.04797
107 C 4.43029 1.13851 3.46911
108 O 1.94761 -0.12542 1.28188

***

# 2
A molecular structure, C32H56As3CsN2 at a distorted geometry. Source: OMol25; level of theory: the ωB97M-V functional and the def2-TZVPD basis.

Properties
charge = 0
energy above the lowest of the compared OMol25 structures with the same formula, charge and spin = 9.3 kcal per mole
highest occupied orbital energy = -0.2446 Eh
Kohn-Sham gap = 0.2469 hartree

Positions of all 94 atoms, in Å:
1 H 0.91128 -3.02590 0.59296
2 C 4.61382 -0.61579 -5.25143
3 H -0.89954 -1.89672 -4.56431
4 H 1.85540 -1.80873 1.45787
5 C 4.25989 -3.48998 -4.85266
6 H -4.31984 5.30340 0.07837
7 C -3.77367 2.47574 3.23249
8 H -4.17379 2.44001 4.23138
9 H 0.60471 1.35121 -4.03850
10 C -0.04213 -0.47692 4.19419
11 H -0.44484 -4.19396 -3.46187
12 H 2.53139 3.07307 -2.86638
13 N -0.73230 0.33960 3.26654
14 H 4.48171 -3.24492 -3.81326
15 C 0.60195 -0.44442 -5.96702
16 Cs -0.48785 0.43393 0.52612
17 H -0.22829 0.26032 -6.04960
18 H 4.25775 0.98406 -2.78637
19 C -2.16758 3.87128 -0.88671
20 H -1.12819 -0.32052 -3.82148
21 H -0.49801 -4.51505 -1.71467
22 C -0.97668 -3.53905 2.51507
23 H 2.02191 1.67824 7.02542
24 C 0.89943 -0.71906 -4.48304
25 H -1.26191 -3.88745 1.51905
26 H -5.12781 3.84063 2.13601
27 H -0.57705 -1.55765 1.89787
28 C 1.92825 2.74664 -2.01727
29 H -1.88319 -3.29129 3.06410
30 H 2.40341 -1.84140 -3.36468
31 C -4.26509 3.19704 2.14652
32 C -0.04299 -2.33753 2.42324
33 H 2.26438 0.96042 -4.45073
34 C 1.39489 0.60246 -3.88511
35 H 1.37488 3.18816 6.40098
36 C -0.74816 1.56820 7.06559
37 C -1.83338 0.93121 3.60103
38 C -0.44164 -1.17726 -3.87302
39 C 1.37063 -2.13755 5.92651
40 C 1.19512 -2.66934 1.58869
41 H 1.89911 -2.78539 6.61162
42 H 1.25226 -3.60612 4.38072
43 H -2.26024 4.19173 -1.92703
44 H 2.36458 3.13153 -1.09503
45 As 3.33116 -2.01335 -5.75558
46 H 1.40249 -2.79128 -4.44978
47 C 1.52494 2.13292 6.16803
48 H 0.91912 3.14386 -2.11703
49 C -0.06539 -3.87657 -2.48769
50 C 1.07989 -0.83666 6.28516
51 H -2.99510 -1.29463 -2.10193
52 H 0.32542 -1.35778 -6.49776
53 H -1.81903 4.71879 -0.29874
54 H -2.82854 -2.86860 -1.31215
55 H 4.21154 0.36941 -5.48040
56 C -3.40877 2.90826 1.07573
57 C 0.99735 -2.59739 4.67442
58 H -1.72516 1.13383 6.86004
59 H -0.89073 2.61178 7.34686
60 H 4.87002 -0.67043 -4.19573
61 C 0.38969 0.02048 5.43376
62 H -4.84846 1.70719 -0.91494
63 H -4.01364 2.43846 -2.29145
64 H 5.18990 -3.69497 -5.38096
65 H 3.96507 -0.60501 -2.02364
66 H -1.38640 3.10572 -0.85083
67 H -3.14627 1.35662 -1.20058
68 C 1.92933 -1.83508 -4.35732
69 H 5.51528 -0.75853 -5.84797
70 H 1.39648 -0.46800 7.25074
71 H -2.81122 -2.75963 -3.09098
72 H 3.63673 -4.38318 -4.89260
73 H 4.16837 0.83008 -1.01361
74 C -3.90672 2.14286 -1.24570
75 As 1.83676 0.78627 -1.96239
76 H 1.01648 -3.99029 -2.46036
77 H -0.33587 1.04680 7.93125
78 H -0.26440 2.00467 5.02882
79 H -5.54659 4.08007 -0.23025
80 H -0.49793 -4.37357 3.02616
81 H -2.25468 0.79368 4.60572
82 C -2.51033 -2.26793 -2.16474
83 H 1.45842 -0.00998 -6.48685
84 C -2.64192 1.79107 2.77130
85 H 2.20442 2.06446 5.31846
86 C 0.31093 -1.78266 3.78986
87 N -2.42661 2.07523 1.43674
88 H -4.63149 4.76105 -1.57198
89 As -0.56671 -2.02573 -2.08718
90 C -4.56315 4.43565 -0.53329
91 H 1.79093 -3.45062 2.06095
92 C 0.18620 1.46096 5.86317
93 C -3.50943 3.34165 -0.37572
94 C 3.76501 0.46316 -1.95919

***

# 3
11 unconnected molecules or ions with the total composition C32H56Br20ClNO6S at a distorted geometry. Source: OMol25; level of theory: the ωB97M-V functional and the def2-TZVPD basis.

Properties
charge = 0
highest occupied orbital energy = -0.3022 Eh
Kohn-Sham gap = 0.2707 hartree

Positions of all 117 atoms, in Å:
1 Br -1.44372 -1.27720 -3.61148
2 H -1.46570 -1.18935 -6.08133
3 H -5.67970 5.18295 2.57164
4 H -5.49750 -1.01998 -0.44206
5 Br -5.15263 3.18870 3.98256
6 H -3.05359 -5.14846 4.18303
7 H -6.51240 -3.26860 -1.32828
8 H -2.77498 1.11380 2.60938
9 C 8.08378 -1.98635 -2.58702
10 H -0.23539 -3.37024 -5.30560
11 H 1.67326 4.90509 -6.56773
12 H 8.15800 0.75137 1.92556
13 C 4.60745 0.61652 -0.07147
14 C 6.83045 -2.05851 -3.42735
15 H -7.35154 1.29563 -2.28996
16 H 2.53930 -1.66885 5.51120
17 C 1.63754 -1.32425 3.07912
18 H 0.49717 -2.51284 -6.68683
19 C -4.91180 -1.87106 -0.79975
20 H 1.95234 -7.15006 2.32655
21 C -2.04322 -0.00218 5.33544
22 C -5.70934 -2.68696 -1.78992
23 C -3.02586 1.84808 1.71769
24 Br -7.68223 0.20070 0.43058
25 Br 5.26146 -2.41592 -2.32472
26 H -2.23599 -7.27730 3.30516
27 C -0.14046 0.34295 2.10971
28 H 0.71618 -1.59818 0.94794
29 H -7.81493 4.28309 4.63377
30 Br -2.89366 -1.80080 7.39996
31 H 1.35096 2.58415 -3.56898
32 Br 8.19896 -0.28604 -1.63682
33 H 1.03403 7.93939 -6.49175
34 Cl 0.78592 0.36856 -1.50077
35 H 2.23403 3.77158 -4.56230
36 H 6.88344 -2.89759 -4.12626
37 C -1.62754 -6.38315 3.14267
38 Br -4.94173 1.51772 -1.66552
39 C 7.84052 1.85736 1.66531
40 C 1.35902 5.84360 -7.03332
41 C -0.62612 -1.21712 -5.38156
42 O 5.23774 1.01884 1.19801
43 C -2.47186 -5.13570 3.25741
44 H 2.04641 -7.30975 4.09916
45 S -1.82688 1.63433 0.24509
46 H 3.73545 -1.09526 1.15857
47 O -2.32872 0.38116 -0.51338
48 O -1.97266 2.95028 -0.58551
49 H -1.91021 0.49580 7.46352
50 H 7.89306 2.50771 2.65242
51 Br -1.35812 -3.53896 3.38100
52 H 8.62033 2.28800 0.89983
53 H -3.55868 0.49810 6.78372
54 H 3.04503 -1.10145 -0.60351
55 H -6.69878 2.49729 0.49414
56 C 1.07799 -0.70960 1.65798
57 Br 4.19302 -8.74516 1.25665
58 H -4.12383 1.54270 1.36247
59 C -7.36863 2.01264 -0.22191
60 O 0.65842 4.07352 0.92605
61 H 1.64810 1.97835 -0.27414
62 N 1.06895 1.14399 0.01462
63 H -6.87724 2.99981 -2.07244
64 Br 3.74188 -5.70025 3.29713
65 Br -4.49842 -2.90934 0.79911
66 Br 2.46099 7.01482 -4.65998
67 Br -0.15316 -0.48377 5.30385
68 H -6.13167 -2.04464 -2.56785
69 H 8.14933 -2.77686 -1.83396
70 C -7.49944 4.81680 3.73304
71 C 6.35140 1.96246 0.94638
72 H -1.10162 -0.30608 1.95163
73 O -0.36544 3.36371 2.97859
74 H 2.87326 0.73729 -4.63828
75 H 4.14720 1.49634 -0.69152
76 C -5.99894 4.89981 3.57873
77 H -3.10491 2.95726 2.08313
78 C 2.55902 1.67580 -5.10388
79 H 6.62683 -1.13963 -3.98402
80 H 0.06352 0.79834 3.18755
81 H -3.96074 -1.50961 -1.20041
82 H -2.08867 0.99831 4.89694
83 Br -0.90698 -6.58387 1.34052
84 C 0.23203 -2.43562 -5.62860
85 C 2.62814 -7.29699 3.17354
86 Br 3.96809 2.19024 -6.35171
87 H 0.48108 5.65872 -7.65874
88 H 0.15096 6.75195 -5.49843
89 H -5.57492 5.60259 4.30152
90 C -2.58006 0.01114 6.74747
91 H -0.07340 -0.27584 -5.44612
92 C 2.04714 0.42026 0.93613
93 C -6.83179 1.99932 -1.63394
94 H -7.94212 5.81648 3.73430
95 H 2.46203 1.24536 1.66412
96 C 3.32068 -0.38670 0.29221
97 Br 2.76809 6.35804 -8.28115
98 H -8.34724 2.49959 -0.18565
99 H -2.56297 -0.70586 4.67941
100 H 4.32377 -8.55882 3.74537
101 C 0.10495 3.02829 1.59919
102 Br 1.93717 -2.29953 -4.68989
103 C 2.28195 2.77789 -4.10848
104 H 5.37798 -0.04361 -0.67164
105 C -0.08464 1.51539 0.91838
106 Br -4.56875 -3.95078 -2.74335
107 Br 3.66099 2.84702 -2.73054
108 H 1.68108 1.49092 -5.72929
109 C 3.47246 -8.54444 3.05880
110 Br -8.31528 3.90340 2.21469
111 H 8.97514 -2.01753 -3.21997
112 H -3.14766 -4.98878 2.41042
113 O 6.17470 2.99027 0.08697
114 H -0.77623 -6.39753 3.82924
115 H 2.86401 -9.43859 3.22129
116 C 2.09452 -1.56576 4.40938
117 C 1.08195 6.94569 -6.03792